No. 1
A structure of composition C21H35EuGeN2OS3Se, computed with ωB97M-V with the def2-TZVPD basis set.

E_HOMO (alpha / beta) (eV): -0.41 / -2.28
HOMO-LUMO gap (alpha / beta) (eV): 2.7 / 4.1
⟨S²⟩: 16.19
Energy above the lowest of the compared OMol25 structures with the same formula, charge and spin (kcal per mole): 176.7
Calculated total energy (eV): -201065.186

Structure (ORCA input):
```
! RIJCOSX wB97M-V def2-TZVPD def2/J DEFGRID3
* xyz -1 8
Eu 14.6630 11.7969 7.3977
C 14.5670 18.3704 5.1512
C 15.1486 17.1505 4.5613
N 15.8453 16.3645 5.5522
C 17.2899 16.5941 5.7382
C 17.5675 17.5416 6.9340
C 15.1731 15.4588 6.3243
S 16.0411 14.5051 7.5277
N 13.8575 15.4897 6.1444
C 12.9136 14.5733 6.3057
O 13.0589 13.3278 6.4676
C 11.4760 15.1375 6.3078
C 11.2189 16.4641 6.5977
C 9.9427 16.9533 6.5355
C 8.8935 16.1846 6.1340
C 9.1175 14.8575 5.8753
C 10.3838 14.3409 5.9571
H 14.1016 18.9730 4.3690
H 15.3169 19.0451 5.6326
H 13.8218 18.2130 5.9278
H 15.9126 17.3317 3.7843
H 14.3862 16.5926 4.0274
H 17.7401 16.9578 4.8100
H 17.6095 15.6034 6.0454
H 17.1913 18.5735 6.8208
H 18.6045 17.6501 7.1369
H 17.1223 17.1333 7.7843
H 12.0008 17.1253 6.8962
H 9.8531 17.9914 6.7636
H 7.9328 16.5509 6.1739
H 8.3056 14.2888 5.5096
H 10.4994 13.2980 5.7452
C 11.0632 10.5526 6.9103
C 12.4812 10.0901 7.1071
S 13.0731 9.8221 8.7560
C 13.2685 9.9338 5.9915
C 12.8422 10.4959 4.6488
S 14.8518 9.3592 5.9568
H 10.6260 10.7684 7.8904
H 10.3681 9.8996 6.4049
H 10.9728 11.5490 6.4735
H 11.7825 10.2308 4.4578
H 13.5325 10.1164 3.8719
H 12.9270 11.5595 4.6614
C 22.4866 14.1466 6.8463
Ge 20.7018 13.4824 6.5350
C 19.7967 13.8067 8.2473
C 19.8660 14.6119 5.0413
C 20.6741 11.6212 6.0469
Se 18.8610 10.7810 5.7567
C 18.3869 11.5695 4.0530
H 22.3796 15.2042 6.9655
H 23.2341 13.9078 6.0792
H 22.8289 13.5981 7.7825
H 19.5787 12.9174 8.8289
H 18.8637 14.2456 7.9737
H 20.4392 14.4713 8.8364
H 19.7561 15.6081 5.4295
H 18.8675 14.2240 4.8858
H 20.4798 14.6972 4.1613
H 21.1291 11.0316 6.8417
H 21.2059 11.3691 5.1302
H 17.7824 12.5381 4.0639
H 17.7440 10.7961 3.5818
H 19.3360 11.5951 3.5306
*
```

***

No. 2
A structure of composition C17H20N2O5PSe4TeV, computed with ωB97M-V with the def2-TZVPD basis set.

E_HOMO (alpha / beta) (eV): -6.81 / -6.93
HOMO-LUMO gap (alpha / beta) (eV): 5.8 / 5.0
⟨S²⟩: 2.07
Calculated total energy (eV): -334830.130

Structure (ORCA input):
```
! RIJCOSX wB97M-V def2-TZVPD def2/J DEFGRID3
* xyz 0 3
V -1.7154 0.4980 0.2441
O 4.5776 1.0836 5.1515
C 3.9168 1.8242 4.2356
O 4.2370 2.9640 4.0482
C 2.7990 1.1650 3.4983
C 2.6655 -0.2123 3.3631
C 1.6669 -0.7541 2.5772
C 0.7442 0.0600 1.9080
C 0.8569 1.4499 2.0934
C 1.8726 1.9839 2.8565
N -0.2641 -0.4802 1.0947
C -0.3279 -1.7886 0.8483
C -1.5166 -2.2327 0.2648
C -1.8260 -3.5831 -0.0208
C -3.0571 -3.9048 -0.5084
C -4.0027 -2.8743 -0.7198
C -3.6584 -1.5862 -0.4324
N -2.4407 -1.2326 0.0503
H 4.1659 0.2218 5.2670
H 3.3486 -0.8954 3.8560
H 1.6010 -1.8302 2.4937
H 0.1568 2.1286 1.6391
H 1.9653 3.0552 2.9716
H 0.4336 -2.4989 1.1451
H -1.0766 -4.3392 0.1729
H -3.3169 -4.9323 -0.7247
H -4.9913 -3.0997 -1.0918
H -4.3714 -0.7839 -0.5680
Se -3.4085 1.7985 -0.8451
Se -3.0656 3.6607 0.5305
Se -3.7662 2.7013 2.5488
Se -2.5903 0.6832 2.4322
C 2.7827 2.2816 -1.4329
C 2.1403 1.1666 -2.2324
O 0.9029 1.6092 -2.8367
P -0.4805 1.4827 -2.0730
O -0.3023 1.6446 -0.5907
Te -1.9321 2.9227 -3.2870
O -0.9270 -0.0802 -2.1531
C -1.3670 -0.7011 -3.3734
C -0.2151 -1.3733 -4.0945
H 3.7836 1.9831 -1.1212
H 2.1891 2.5056 -0.5468
H 2.8562 3.1824 -2.0422
H 1.9507 0.2955 -1.6000
H 2.7754 0.8638 -3.0636
H -1.8385 0.0462 -4.0144
H -2.1168 -1.4380 -3.0835
H 0.4954 -0.6404 -4.4761
H -0.6113 -1.9420 -4.9362
H 0.3028 -2.0584 -3.4222
*
```

***

No. 3
The molecule C2H6N2O3, computed with ωB97M-V with the def2-TZVPD basis set.

E_HOMO (eV): -9.91
HOMO-LUMO gap (eV): 10.7
Energy above the lowest of the compared OMol25 structures with the same formula, charge and spin (kcal per mole): 143.7
Calculated total energy (eV): -11289.094

Structure (ORCA input):
```
! RIJCOSX wB97M-V def2-TZVPD def2/J DEFGRID3
* xyz 0 1
C -1.5025 -0.8108 -0.3370
C 0.1502 0.8703 0.5258
N -0.6384 0.3564 -0.5883
N 2.2584 -0.1845 -0.0009
O 1.8215 -1.2214 0.3434
O 3.3382 0.0836 -0.3774
O 1.5028 0.9887 0.1451
H -1.1013 -1.7580 -0.0408
H -2.4221 -0.6627 0.2696
H -2.0253 -1.0319 -1.3540
H -0.1700 1.8820 0.8930
H 0.0506 0.3654 1.4392
H -1.2621 1.1228 -0.9176
*
```

***

No. 4
A cluster of 2 separate species, C3H4ClNOS in total, computed with ωB97M-V with the def2-TZVPD basis set.

E_HOMO (alpha / beta) (eV): -9.95 / -10.02
HOMO-LUMO gap (alpha / beta) (eV): 7.4 / 8.8
Energy above the lowest of the compared OMol25 structures with the same formula, charge and spin (kcal per mole): 110.5
Calculated total energy (eV): -30066.076

Structure (ORCA input):
```
! RIJCOSX wB97M-V def2-TZVPD def2/J DEFGRID3
* xyz 0 1
C -0.7437 -1.7543 -0.4883
C 1.7066 0.3516 0.5074
C -0.4670 -0.3779 -0.8489
N -0.9225 -2.8293 -0.0752
O -1.1137 2.0659 -0.4914
S -1.8153 0.7848 -0.5343
Cl -2.3624 0.3043 1.6015
H 1.2445 1.0306 1.1774
H 2.1390 -0.5129 0.9702
H 2.1693 0.8576 -0.3334
H 0.1652 0.0797 -1.4850
*
```

***

No. 5
A structure of composition C10H13FeN2O5S, computed with ωB97M-V with the def2-TZVPD basis set.

E_HOMO (alpha / beta) (eV): -11.09 / -13.25
HOMO-LUMO gap (alpha / beta) (eV): 6.5 / 7.3
⟨S²⟩: 6.11
Energy above the lowest of the compared OMol25 structures with the same formula, charge and spin (kcal per mole): 49.6
Calculated total energy (eV): -69006.646

Structure (ORCA input):
```
! RIJCOSX wB97M-V def2-TZVPD def2/J DEFGRID3
* xyz 1 5
O 4.8516 3.0233 -1.4693
C 4.1744 2.3702 -2.2073
Fe 1.5552 -1.5623 -0.5648
O 0.0599 0.3667 -2.3866
C 0.7718 -0.2864 -1.7036
C 0.2679 -2.7322 -0.7922
O -0.3414 -3.6176 -1.2797
C 3.3599 -2.2973 -0.8548
O 4.4951 -2.6435 -0.6852
C 2.5928 -2.2084 -2.0838
O 2.6809 -2.4596 -3.2504
H 2.1001 -1.6506 0.9202
C -1.4070 -1.7215 1.8167
N -1.6492 -0.3880 1.2625
C -3.0157 0.1242 1.3969
C -0.6199 0.3682 0.8937
S 1.0149 -0.2745 1.0662
N -0.7581 1.6487 0.4693
C -1.9168 2.0843 -0.3204
C 0.4280 2.5010 0.3085
H -2.3539 -2.1066 2.1973
H -0.6753 -1.6652 2.6406
H -1.0166 -2.4026 1.0507
H -3.0286 1.0950 1.9010
H -3.5108 0.1907 0.4183
H -3.5750 -0.5889 2.0019
H -2.7490 2.3762 0.3427
H -1.6227 2.9599 -0.8814
H -2.2483 1.3021 -1.0243
H 1.0531 2.4410 1.2033
H 1.0188 2.2277 -0.5726
H 0.0642 3.5260 0.1867
*
```

***

No. 6
A structure of composition C10H13NO3S, computed with ωB97M-V with the def2-TZVPD basis set.

E_HOMO (alpha / beta) (eV): -6.80 / -9.07
HOMO-LUMO gap (alpha / beta) (eV): 7.6 / 7.6
⟨S²⟩: 2.02
Energy above the lowest of the compared OMol25 structures with the same formula, charge and spin (kcal per mole): 13.7
Calculated total energy (eV): -29041.523

Structure (ORCA input):
```
! RIJCOSX wB97M-V def2-TZVPD def2/J DEFGRID3
* xyz 0 3
C -0.7105 -0.3166 -3.7580
C 0.5814 0.1965 -3.9728
C -1.3360 -0.4372 -2.5564
C 1.1888 0.8082 -2.9143
C -0.6070 0.0293 -1.4177
C 0.6241 0.6001 -1.6198
C 0.7243 1.5211 1.9502
C 0.3035 0.2411 2.1235
C -2.0671 -1.2226 2.4816
C -1.2453 -0.8569 3.6985
N 2.8164 0.1156 -0.1715
O 0.6444 -0.6463 1.3723
O 2.4106 2.4908 -0.6875
O -0.3223 0.1991 3.4152
S 1.6906 1.3482 -0.2181
H -1.1053 -0.9222 -4.6173
H 0.9186 0.2589 -5.0071
H -2.4593 -0.5690 -2.5214
H 2.1835 1.1727 -3.1986
H -1.0406 -0.1938 -0.4211
H 0.6159 2.5864 2.0614
H -2.5182 -0.3058 2.0976
H -1.4347 -1.7084 1.7439
H -2.9468 -1.8470 2.6841
H -0.8314 -1.8050 4.2847
H -1.9973 -0.3226 4.4623
H 2.3123 -0.7131 0.2158
H 3.6075 0.2986 0.4903
*
```

***

No. 7
The molecule C8H11Br, computed with ωB97M-V with the def2-TZVPD basis set.

E_HOMO (eV): -8.21
HOMO-LUMO gap (eV): 8.9
Energy above the lowest of the compared OMol25 structures with the same formula, charge and spin (kcal per mole): 8.5
Calculated total energy (eV): -78515.126

Structure (ORCA input):
```
! RIJCOSX wB97M-V def2-TZVPD def2/J DEFGRID3
* xyz 0 1
C -1.0893 -1.1000 -0.0097
C -1.7845 -0.0280 0.3271
C 0.3701 -1.1724 0.1300
C 1.0506 0.0600 0.2436
C -0.9596 1.0035 1.0504
C 0.2961 1.3707 0.2901
C 1.1189 -2.4315 -0.1475
C 0.0729 1.8791 -1.1634
Br 2.9507 0.1417 -0.0652
H -1.5357 -1.9897 -0.3832
H -2.8461 0.0834 0.1748
H -1.6110 1.8846 1.2893
H -0.5255 0.5989 2.0008
H 0.5989 1.9955 1.0922
H 1.8263 -2.6344 0.5534
H 1.7045 -2.3914 -1.0297
H 0.3605 -3.3148 -0.2350
H -0.6350 2.6885 -0.9933
H -0.3857 1.0772 -1.6355
H 1.0228 2.2792 -1.4892
*
```

***

No. 8
A cluster of 5 separate species, C5H19O5 in total, computed with ωB97M-V with the def2-TZVPD basis set.

E_HOMO (eV): -1.48
HOMO-LUMO gap (eV): 4.1
Energy above the lowest of the compared OMol25 structures with the same formula, charge and spin (kcal per mole): 52.9
Calculated total energy (eV): -15726.440

Structure (ORCA input):
```
! RIJCOSX wB97M-V def2-TZVPD def2/J DEFGRID3
* xyz -1 1
C -1.5467 0.5088 -1.0714
O -2.8538 0.1798 -1.2454
H -1.1457 -0.0708 -0.2399
H -0.8372 0.4543 -1.8971
H -1.4827 1.4975 -0.6171
C -1.2285 2.0057 4.1689
O -2.6168 2.0894 3.9989
H -0.9693 2.8833 4.7611
H -1.0269 1.0354 4.6228
H -0.4950 1.9942 3.3628
H -2.9297 1.2102 3.7738
C 0.3239 1.2670 -6.1320
O -0.8592 0.4304 -6.1605
H 0.0332 2.3162 -6.0800
H 0.8989 1.2173 -5.2073
H 1.0694 1.0982 -6.9091
H -0.7521 -0.1686 -6.9030
C 3.8654 -0.3539 -0.8942
O 4.8382 -0.2703 0.1406
H 4.2832 -0.0083 -1.8397
H 3.4281 -1.3522 -0.9139
H 3.0547 0.3582 -0.7397
H 4.6516 0.4971 0.6864
C -0.9731 -3.3050 3.7011
O -2.0557 -3.2069 2.8196
H -1.2077 -2.6488 4.5391
H -0.7948 -4.3227 4.0484
H -0.1105 -2.9080 3.1658
H -2.5614 -2.4273 3.0611
*
```

***

No. 9
A cluster of 2 separate species, C2H10N3O in total, computed with ωB97M-V with the def2-TZVPD basis set.

E_HOMO (eV): -14.56
HOMO-LUMO gap (eV): 11.4
Energy above the lowest of the compared OMol25 structures with the same formula, charge and spin (kcal per mole): 38.5
Calculated total energy (eV): -8747.474

Structure (ORCA input):
```
! RIJCOSX wB97M-V def2-TZVPD def2/J DEFGRID3
* xyz 1 1
C -1.2168 -0.1808 1.1202
N -1.3187 -0.3543 -0.3571
C -0.0980 -0.5044 -0.9789
N -0.2311 -0.9568 -2.3057
N 1.0122 -0.0203 -0.5406
H -2.2548 -0.2745 1.6062
H -0.9513 0.8781 1.2668
H -0.5401 -1.1576 1.4580
H -2.0996 -0.6892 -0.8940
H -0.8168 -1.6950 -2.6198
H 0.6406 -1.0243 -2.8208
H 1.7364 0.2328 -1.2629
H 0.9441 0.5669 0.2282
H 2.4551 1.5915 1.8490
H 1.2909 2.0679 2.4736
O 1.4480 1.5200 1.7778
*
```

***

No. 10
The molecule C18H25N3S, computed with ωB97M-V with the def2-TZVPD basis set.

E_HOMO (eV): -7.70
HOMO-LUMO gap (eV): 8.4
Energy above the lowest of the compared OMol25 structures with the same formula, charge and spin (kcal per mole): 28.9
Calculated total energy (eV): -34377.598

Structure (ORCA input):
```
! RIJCOSX wB97M-V def2-TZVPD def2/J DEFGRID3
* xyz 0 1
C -6.0447 -2.8654 0.0801
C -5.0074 -1.7902 -0.0288
C -5.3573 -0.4534 0.1242
C -4.4075 0.5454 0.0449
C -3.0760 0.2197 -0.1796
C -2.7134 -1.1116 -0.3309
C -3.6746 -2.1028 -0.2593
H -3.3794 -3.1361 -0.3735
H -1.6776 -1.3774 -0.4873
N -2.0983 1.2403 -0.2670
C -1.8868 2.1119 0.7459
N -0.9782 3.0970 0.5382
H -0.7849 3.6633 1.3497
C -0.0469 3.1087 -0.5806
N 0.0440 1.8103 -1.1966
C -1.2891 1.3556 -1.4785
H -1.7580 2.0780 -2.1628
H -1.2591 0.3822 -1.9721
C 0.8499 0.8525 -0.4401
H 0.5640 -0.1478 -0.7693
C 2.3314 1.0601 -0.7403
C 3.2675 0.0782 -0.0844
C 2.8887 -0.9277 0.6909
C 3.8316 -1.8899 1.3486
C 5.2698 -1.3833 1.3307
C 5.6025 -0.8537 -0.0582
C 4.7225 0.3530 -0.3673
H 5.0442 1.2047 0.2417
H 4.8409 0.6448 -1.4141
H 5.4187 -1.6375 -0.7960
H 6.6553 -0.5714 -0.1196
H 5.3821 -0.5769 2.0584
H 5.9535 -2.1871 1.6097
H 3.7712 -2.8506 0.8248
H 3.5059 -2.0675 2.3768
H 1.8433 -1.1185 0.8843
H 2.6329 2.0668 -0.4352
H 2.4649 1.0086 -1.8250
H 0.6639 0.9242 0.6401
H -0.3901 3.8272 -1.3398
H 0.9369 3.4240 -0.2269
S -2.6459 2.0166 2.2136
H -4.6889 1.5792 0.1704
H -6.3892 -0.1911 0.3068
H -5.7060 -3.7842 -0.3924
H -6.9772 -2.5509 -0.3839
H -6.2489 -3.0776 1.1299
*
```

***

No. 11
A structure of composition C38H45BaN2O2P2S2Te, computed with ωB97M-V with the def2-TZVPD basis set.

E_HOMO (eV): -9.20
HOMO-LUMO gap (eV): 7.0
Energy above the lowest of the compared OMol25 structures with the same formula, charge and spin (kcal per mole): 0.0
Calculated total energy (eV): -95448.249

Structure (ORCA input):
```
! RIJCOSX wB97M-V def2-TZVPD def2/J DEFGRID3
* xyz 1 1
Ba -1.9194 -0.2246 -1.2438
O -2.6123 2.0473 -0.5006
P -1.9927 3.2501 0.1702
C -0.5721 2.7515 1.1999
P 0.8006 1.9787 0.2946
O 0.2645 1.0278 -0.7472
C 1.7601 3.2981 -0.4367
C 1.9489 3.2893 -1.8148
C 2.6910 4.2989 -2.4130
C 3.2454 5.3065 -1.6374
C 3.0572 5.3166 -0.2587
C 2.3127 4.3157 0.3418
C 1.8122 1.1572 1.5242
C 3.1912 1.3555 1.6040
C 3.9401 0.6310 2.5217
C 3.3193 -0.2882 3.3553
C 1.9472 -0.4927 3.2737
C 1.1920 0.2240 2.3609
C -3.1192 4.0334 1.3176
C -3.6674 3.2228 2.3173
C -4.5600 3.7621 3.2266
C -4.9081 5.1049 3.1423
C -4.3731 5.9094 2.1478
C -3.4782 5.3774 1.2302
C -1.4001 4.4369 -1.0270
C -0.6487 5.5500 -0.6486
C -0.1832 6.4285 -1.6121
C -0.4684 6.2005 -2.9539
C -1.2190 5.0979 -3.3331
C -1.6860 4.2144 -2.3706
H -0.9602 2.0149 1.9145
H -0.2115 3.6052 1.7797
H 1.5151 2.4949 -2.4079
H 2.8401 4.2942 -3.4845
H 3.8291 6.0878 -2.1060
H 3.4947 6.1007 0.3446
H 2.1765 4.3212 1.4179
H 3.6845 2.0586 0.9471
H 5.0089 0.7847 2.5831
H 3.9065 -0.8481 4.0712
H 1.4611 -1.2075 3.9256
H 0.1214 0.0475 2.2965
H -3.4067 2.1709 2.3782
H -4.9868 3.1356 3.9978
H -5.6067 5.5231 3.8547
H -4.6562 6.9510 2.0807
H -3.0746 6.0026 0.4447
H -0.4217 5.7324 0.3958
H 0.4019 7.2895 -1.3182
H -0.1039 6.8883 -3.7055
H -1.4459 4.9269 -4.3768
H -2.2829 3.3587 -2.6556
Te -2.6848 -1.0233 1.8986
C -2.0038 -2.9978 2.1921
C -0.7171 -3.4471 2.3612
C -0.6433 -4.8237 2.7383
C -1.8723 -5.3997 2.8444
S -3.1110 -4.2693 2.5029
H 0.1446 -2.7938 2.2774
H 0.2738 -5.3540 2.9486
H -2.1084 -6.4130 3.1256
C 2.5800 -4.7732 -0.0923
C 3.3397 -3.4997 -0.4469
C 2.6481 -2.6124 -1.4764
C 1.3700 -1.9218 -1.0136
N 0.1642 -2.7657 -1.0068
C -0.5800 -3.0179 -2.0997
S -0.4838 -2.0648 -3.5168
N -1.4875 -3.9985 -2.0376
C -1.7793 -4.9300 -0.9404
C -1.8747 -6.3727 -1.4185
C -0.5384 -7.0434 -1.7303
C 0.1594 -6.5447 -2.9925
H 3.2186 -5.4736 0.4464
H 2.2193 -5.2783 -0.9900
H 1.7229 -4.5703 0.5503
H 4.3231 -3.7697 -0.8369
H 3.5240 -2.9134 0.4599
H 2.4306 -3.1790 -2.3878
H 3.3414 -1.8194 -1.7685
H 1.1651 -1.0847 -1.6750
H 1.4853 -1.5213 -0.0035
H 0.0672 -3.4039 -0.2261
H -2.0472 -4.0805 -2.8726
H -2.7145 -4.6297 -0.4665
H -1.0091 -4.8590 -0.1665
H -2.5327 -6.4231 -2.2939
H -2.3784 -6.9331 -0.6282
H -0.7133 -8.1167 -1.8294
H 0.1226 -6.9249 -0.8642
H -0.4920 -6.6431 -3.8637
H 1.0604 -7.1267 -3.1875
H 0.4545 -5.4975 -2.9218
*
```